32
Properties=species:S:1:pos:R:3 method="wB97M-V/def2-TZVPD" e_lumo_ev=-7.35 e_above_lowest_kj_mol=0.0 homo_lumo_gap_ev=8.1 total_charge=+2
In -1.26 -0.44 0.68
C -4.44 -0.38 1.32
C -3.50 -1.33 1.61
C -2.44 -0.65 2.44
C -2.88 0.72 2.61
C -4.07 0.85 1.94
H -5.34 -0.54 0.74
H -3.53 -2.39 1.41
H -1.80 -1.19 3.13
H -2.39 1.46 3.22
H -4.67 1.75 1.91
N 0.82 -0.41 0.46
C 1.95 -0.40 0.27
C 3.36 -0.38 0.05
C 4.00 0.84 -0.22
C 5.36 0.84 -0.41
C 6.07 -0.36 -0.35
C 5.43 -1.57 -0.08
C 4.06 -1.59 0.12
H 3.43 1.76 -0.26
H 5.88 1.77 -0.61
H 7.14 -0.35 -0.50
H 6.00 -2.49 -0.02
H 3.55 -2.52 0.34
N -3.28 1.70 -2.00
C -2.37 0.74 -2.11
N -2.14 0.14 -3.27
O -1.68 0.40 -1.08
H -3.80 2.04 -2.80
H -3.39 2.17 -1.12
H -2.63 0.39 -4.11
H -1.43 -0.58 -3.32



37
Properties=species:S:1:pos:R:3 method="wB97M-V/def2-TZVPD" e_lumo_ev=-0.53 e_above_lowest_kj_mol=1.3 homo_lumo_gap_ev=9.0 smiles="C=CCNC(=O)NC(=O)COC(=O)c1nc2nccc(C)n2n1"
C 1.79 2.23 -3.14
C 1.16 2.92 -2.21
C 0.04 2.36 -1.39
N 0.34 2.51 0.03
C -0.63 2.85 0.89
O -1.74 3.20 0.58
N -0.30 2.92 2.27
C 0.72 2.60 3.13
O 0.74 3.08 4.24
C 1.82 1.63 2.71
O 1.44 0.67 1.75
C 0.58 -0.28 2.15
O 0.20 -0.43 3.28
C 0.15 -1.09 0.99
N 0.33 -0.67 -0.27
C -0.21 -1.61 -1.01
N -0.33 -1.70 -2.33
C -0.93 -2.77 -2.79
C -1.46 -3.79 -1.98
C -1.34 -3.70 -0.61
C -1.84 -4.68 0.38
N -0.72 -2.60 -0.15
N -0.48 -2.25 1.10
H 2.59 2.66 -3.73
H 1.53 1.21 -3.35
H 1.42 3.95 -1.99
H -0.11 1.30 -1.63
H -0.89 2.91 -1.57
H 1.16 2.02 0.34
H -1.03 3.44 2.76
H 2.65 2.19 2.27
H 2.16 1.14 3.63
H -1.02 -2.82 -3.86
H -1.94 -4.64 -2.43
H -2.51 -4.19 1.08
H -2.34 -5.51 -0.10
H -1.00 -5.06 0.97



29
Properties=species:S:1:pos:R:3 method="wB97M-V/def2-TZVPD" e_lumo_ev=-5.23 e_above_lowest_kj_mol=345.4 homo_lumo_gap_ev=7.0 total_charge=+1
C 1.09 0.51 1.98
C -0.10 0.87 1.18
C -1.39 0.51 1.64
C -2.44 1.29 1.23
C -2.35 2.23 0.17
C -1.13 2.32 -0.53
C -0.09 1.53 -0.10
O 1.02 1.09 -0.87
C 0.66 0.30 -2.08
C 1.15 -1.26 -2.04
C 2.50 -1.62 -1.43
N 0.01 -1.88 -1.26
C -0.40 -1.81 -0.13
C -0.97 -1.89 1.14
C -1.56 -0.86 1.90
H 1.61 1.56 2.21
H 1.00 0.06 3.02
H 1.81 -0.11 1.48
H -3.43 1.12 1.60
H -3.22 2.95 -0.05
H -1.34 2.98 -1.44
H 1.42 0.71 -2.84
H -0.41 0.31 -2.10
H 1.20 -1.69 -3.13
H 2.46 -1.82 -0.37
H 3.06 -0.72 -1.60
H 2.96 -2.53 -1.77
H -0.95 -2.98 1.51
H -2.18 -1.16 2.67